{
  "formula": "C42H51BrCdGeNP2S3Sb",
  "method": "ωB97M-V with the def2-TZVPD basis set",
  "elements": ["Cd", "C", "C", "C", "P", "C", "C", "C", "C", "C", "C", "C", "C", "C", "N", "C", "C", "C", "C", "C", "C", "P", "C", "C", "C", "C", "C", "C", "H", "H", "H", "H", "H", "H", "H", "H", "H", "H", "H", "H", "H", "H", "H", "H", "H", "H", "H", "H", "H", "H", "H", "H", "H", "H", "H", "H", "H", "H", "H", "H", "H", "H", "H", "H", "S", "Sb", "S", "S", "Ge", "C", "C", "C", "C", "C", "C", "C", "C", "C", "C", "C", "C", "H", "H", "H", "H", "H", "H", "H", "H", "H", "H", "H", "Br", "C", "C", "C", "C", "C", "C", "H", "H", "H", "H"],
  "xyz": [[0.37097, 0.70830, 0.85395], [0.05680, -2.85496, 4.01882], [-0.69570, -1.68771, 4.65887], [-1.94519, -2.25902, 5.32549], [-0.90249, -0.27811, 3.44400], [-1.25211, 1.17365, 4.56912], [-2.13207, 2.19910, 3.85879], [-1.76262, 0.94754, 5.99398], [-2.45172, -0.68498, 2.58375], [-3.67794, -0.72806, 3.26495], [-4.81900, -1.29077, 2.72641], [-4.69660, -1.91408, 1.48580], [-3.52196, -1.83362, 0.76600], [-2.39483, -1.10419, 1.22392], [-1.27292, -0.90829, 0.41904], [-1.39288, -1.05410, -0.97921], [-2.55193, -0.72352, -1.71312], [-2.65153, -0.97268, -3.06970], [-1.59591, -1.54294, -3.77886], [-0.41142, -1.77313, -3.11057], [-0.26593, -1.50808, -1.74094], [1.22627, -1.78981, -0.73758], [1.18968, -3.63649, -0.52502], [0.17987, -3.97665, 0.57695], [0.86783, -4.47572, -1.76452], [2.82599, -1.52107, -1.63231], [3.21041, -2.26396, -2.91876], [3.14687, -0.01391, -1.77043], [0.29237, -3.61089, 4.77624], [0.99193, -2.54219, 3.55554], [-0.56709, -3.33211, 3.26082], [-0.04493, -1.25180, 5.42357], [-2.62441, -2.67470, 4.57986], [-2.49883, -1.53301, 5.91737], [-1.64489, -3.07353, 5.99406], [-0.25215, 1.60741, 4.65193], [-3.14554, 1.82658, 3.69974], [-1.72578, 2.45230, 2.88388], [-2.18852, 3.12142, 4.44910], [-2.80345, 0.61621, 6.00794], [-1.72576, 1.90360, 6.52680], [-1.16483, 0.23540, 6.56383], [-3.72523, -0.31839, 4.26872], [-5.75666, -1.28742, 3.26991], [-5.53238, -2.46731, 1.06974], [-3.46283, -2.32998, -0.19103], [-3.37256, -0.24987, -1.19152], [-3.56774, -0.70974, -3.58840], [-1.68402, -1.75474, -4.83801], [0.43058, -2.17280, -3.66133], [2.19362, -3.87956, -0.16086], [-0.84253, -3.93557, 0.18492], [0.23596, -3.26386, 1.39186], [0.35337, -4.98369, 0.97490], [-0.17808, -4.33699, -2.04646], [1.01567, -5.53879, -1.53997], [1.47728, -4.23378, -2.63275], [3.47897, -1.90013, -0.83993], [2.51338, -2.06554, -3.73744], [3.27800, -3.34204, -2.77133], [4.20144, -1.92540, -3.24523], [3.13009, 0.29866, -2.81439], [4.14424, 0.20770, -1.38364], [2.45236, 0.62347, -1.21878], [-1.51982, 6.62497, 0.75928], [-1.37464, 4.41195, 0.79075], [-3.09255, 3.07379, 0.36964], [0.50705, 3.41384, 1.58089], [-0.34332, 1.77887, -2.27951], [0.37641, 3.60478, -2.18672], [-0.48294, 4.63385, -2.57417], [-0.04785, 5.95958, -2.55419], [1.23804, 6.26127, -2.13522], [2.10242, 5.23992, -1.74124], [1.67304, 3.92245, -1.76241], [-0.12487, 1.31815, -4.18998], [-1.18193, 1.72251, -5.00832], [-1.18855, 1.43127, -6.37085], [-0.14019, 0.71633, -6.93755], [0.92372, 0.31021, -6.13659], [0.92601, 0.60938, -4.77810], [-1.84429, 2.06261, -2.29774], [-1.49950, 4.40727, -2.88382], [-0.73347, 6.75268, -2.82906], [1.56238, 7.29412, -2.08668], [3.10213, 5.47738, -1.39818], [2.34573, 3.13762, -1.43364], [-2.02110, 2.26402, -4.57816], [-2.02289, 1.75146, -6.98495], [-0.15671, 0.46897, -7.99311], [1.74413, -0.25188, -6.56700], [1.75096, 0.26659, -4.17208], [6.95462, -0.20224, 2.81932], [5.13345, 0.10530, 2.36284], [4.21410, -0.92665, 2.49908], [2.89588, -0.69837, 2.10674], [2.45685, 0.52555, 1.59549], [3.41794, 1.53437, 1.50810], [4.75357, 1.34253, 1.87800], [4.52549, -1.89064, 2.88835], [2.19343, -1.52292, 2.18393], [3.13441, 2.51710, 1.13660], [5.48190, 2.14042, 1.78179]],
  "charge": -1,
  "total_energy_ha": -8622.0005,
  "multiplicity": 2,
  "s_squared": 0.752,
  "homo_energy_ev": [-4.62, -4.62],
  "gap_ev": [6.52, 5.05]
}


{
  "formula": "C7H10",
  "method": "ωB97M-V with the def2-TZVPD basis set",
  "elements": ["C", "C", "C", "C", "C", "C", "C", "H", "H", "H", "H", "H", "H", "H", "H", "H", "H"],
  "xyz": [[-1.93405, 0.49347, 0.09549], [-1.03857, -0.69425, -0.17274], [0.32778, -0.74183, -0.84487], [1.32836, 0.41335, -0.98064], [1.41422, 0.94882, 0.43269], [0.85214, 0.11113, 1.31169], [0.18093, -1.04178, 0.64372], [-2.53615, 0.72905, -0.78813], [-2.63066, 0.25768, 0.91102], [-1.37440, 1.38621, 0.38321], [-1.62064, -1.58567, -0.42212], [0.46062, -1.54948, -1.55328], [1.24565, 1.11233, -1.81721], [2.32362, 0.06449, -1.37081], [1.91067, 1.87590, 0.70463], [0.82340, 0.25790, 2.38904], [0.26707, -2.03731, 1.07829]],
  "total_energy_ha": -272.6631,
  "multiplicity": 1,
  "smiles": "C[C@@H]1[C@@H]2C=CC[C@H]12",
  "homo_energy_ev": -8.75,
  "gap_ev": 9.92
}


{
  "formula": "C2H3BrFNO2",
  "method": "ωB97M-V with the def2-TZVPD basis set",
  "elements": ["C", "C", "N", "O", "O", "F", "Br", "H", "H", "H"],
  "xyz": [[-0.39578, 2.58171, 0.82671], [-0.55034, -1.61542, 0.02465], [0.70113, 2.25401, 0.61653], [-0.78839, -0.61568, 0.60820], [1.85971, 1.96784, 0.41583], [-0.98661, -1.76676, -1.27112], [3.66997, -0.80610, -0.16718], [3.30510, 0.38540, 0.22758], [-1.40764, 2.88366, 0.98699], [0.03540, -2.49253, 0.33266]],
  "total_energy_ha": -2957.0106,
  "multiplicity": 1,
  "smiles": "C#[N+][O-].O=CF.Br",
  "homo_energy_ev": -10.28,
  "gap_ev": 11.14
}